This record from the Open Molecules 2025 dataset describes a molecular structure, C13H25BiClLuNSi in a non-equilibrium geometry. The level of theory is ωB97M-V/def2-TZVPD.

```
43
Properties=species:S:1:pos:R:3:forces:R:3
C -1.68501 -0.50023 -5.85592 -0.45 0.05 -0.12
H -1.22866 -0.17759 -6.79883 -0.02 0.06 0.16
C 4.20891 -0.51702 1.33702 -0.11 0.09 0.32
C -1.05244 -0.65986 3.92338 -0.10 -0.06 0.47
H -2.97462 1.97651 3.26200 0.00 -0.16 -0.25
H 2.46311 -0.36486 -4.18256 -0.01 0.10 0.09
C 1.43862 0.12125 1.45701 0.79 -0.11 -0.33
H 0.88133 2.02236 4.26518 -0.24 0.11 -0.13
H -2.32228 0.32156 -5.47271 -0.18 -0.01 -0.36
H -0.77759 -3.79575 -4.08790 -0.19 0.20 -0.09
H -0.07612 -1.06836 4.20846 -0.27 -0.06 0.00
H -3.26213 0.58107 2.18155 0.16 0.25 0.08
C 3.47862 -0.29684 0.16259 0.12 -0.04 0.25
C -0.03344 -2.98550 -4.04059 0.05 -1.10 0.59
H -2.55088 2.08892 1.54001 -0.20 -0.04 0.24
H -3.99590 0.07481 -0.40797 0.38 -0.07 0.14
H -2.32436 -1.36595 -6.07057 -0.11 0.13 0.00
H -0.78610 2.52294 4.63343 0.22 0.08 -0.07
C 2.20722 -0.07914 2.64497 -0.33 0.12 -0.21
Si -0.86356 0.85954 2.87209 0.80 -0.36 -0.68
H 1.56627 0.20810 -0.70852 0.48 -0.20 0.40
H -1.61046 -1.41839 3.35754 0.16 0.11 0.16
C 3.56326 -0.39986 2.57567 -0.15 0.11 -0.31
Cl -2.16208 2.74346 -0.98118 -0.36 0.66 -0.06
C 1.57615 0.17449 -4.54049 0.36 0.24 0.19
H -3.09445 -1.11558 0.61841 -0.13 -0.16 0.14
H 1.47384 1.09870 -3.93425 0.32 0.05 -0.14
C -0.08963 2.27499 3.81815 0.03 0.13 0.36
H 0.89796 -3.51574 -3.78864 0.11 0.26 0.06
C -2.57827 1.41186 2.40318 -0.17 0.13 -0.18
H -1.61988 -0.40875 4.83133 0.11 -0.22 -0.08
H 1.77733 0.47286 -5.57687 -0.14 0.03 0.12
Lu -0.38524 -0.87120 -4.02836 0.28 0.28 -0.44
H -3.14808 -1.32038 -1.16083 0.02 0.04 0.21
H 3.99264 -0.36154 -0.79965 -0.28 0.02 0.24
H 1.72862 0.03851 3.63082 0.31 -0.15 -0.63
H 0.03652 3.17194 3.19540 -0.04 -0.26 0.10
H 4.11132 -0.54323 3.51354 -0.13 0.02 -0.40
Bi -1.13926 0.52515 -0.65011 0.80 -1.34 0.64
C 2.12535 0.01199 0.21741 0.02 0.05 0.26
N 0.09729 0.41942 1.46925 -2.04 0.48 -0.51
H 5.27426 -0.74893 1.30183 -0.31 0.03 -0.06
C -3.13819 -0.60572 -0.33428 0.47 0.51 -0.16
```
Forces are in eV/Å.

Summary:
E_LUMO (spin up / spin down): 1.23 / 1.23 eV
Total charge: -1
2S+1: 1
HOMO energy (spin up / spin down): -2.429 / -2.433 eV

This record from the Open Molecules 2025 dataset describes 2 unconnected molecules or ions with the total composition C6H10ClNO in a non-equilibrium geometry. The level of theory is ωB97M-V/def2-TZVPD.

```
19
Properties=species:S:1:pos:R:3:forces:R:3
H 0.82674 3.22949 -0.12284 -0.72 -1.98 1.71
H -1.21985 -0.89857 -1.45264 -0.98 1.09 -0.57
Cl 2.98726 -0.77902 -0.52006 0.18 0.12 -0.47
H 0.70406 1.09133 -1.15083 0.02 -0.24 0.31
C 1.63818 -0.78615 -1.63023 -1.47 -2.08 1.56
H -0.32469 -1.08809 -3.18646 -0.90 -0.36 1.57
C -0.54112 -1.40920 -2.10643 0.65 -1.75 0.26
C 0.43982 1.11787 -0.10438 -0.70 2.32 2.76
H -0.30166 0.20202 1.40210 0.74 -0.34 -1.31
H -1.85803 1.59551 1.61944 -0.42 -0.26 -0.02
C 0.46492 2.32544 0.56233 0.04 0.81 -2.85
C -1.26344 2.13105 2.33138 2.32 1.01 0.12
H -1.52327 2.23529 3.36616 -0.61 0.09 0.19
O 0.06893 -0.05213 0.50477 -0.83 1.53 1.21
H -0.85253 -2.45820 -1.90162 -0.48 0.41 -1.57
N 0.61101 -1.45190 -1.25530 3.65 1.00 -1.84
H 0.65840 3.30354 2.47311 -1.44 -0.89 -0.01
C -0.07859 2.64625 1.91814 0.80 -0.45 -0.75
H 1.73788 -0.14236 -2.49324 0.15 -0.02 -0.29
```
Forces are in eV/Å.

Summary:
E_LUMO: 0.83 eV
SMILES string: C=C/C=C\O.C/N=C/Cl
Total charge: 0
2S+1: 1
HOMO energy: -8.543 eV

This record from the Open Molecules 2025 dataset describes a gas-phase ion, C3H6NOS (charge -1) in a non-equilibrium geometry. The level of theory is ωB97M-V/def2-TZVPD.

```
12
Properties=species:S:1:pos:R:3:forces:R:3
C 0.56429 -1.20038 -0.47151 0.37 1.15 -0.12
H 1.26398 -1.15071 0.36983 -0.14 -0.25 0.10
O -1.22678 0.91999 1.83453 0.15 -0.06 0.01
C -0.76875 -0.52781 -0.05355 0.89 -0.25 0.54
H -1.29963 -1.26730 0.55529 -0.41 0.38 -0.15
H 0.81058 1.40064 -0.53028 -0.03 -0.34 -0.20
H -1.27769 -0.25185 -0.96393 -0.51 -0.12 -0.30
C -0.61586 0.73752 0.78603 -0.16 -0.32 -0.18
N 0.21080 1.66761 0.25047 0.35 0.12 -0.05
S 1.41200 -0.48383 -1.93045 -0.12 0.27 0.10
H 0.35749 -2.22339 -0.70798 -0.17 -0.72 0.09
H 0.56957 2.37950 0.86154 -0.22 0.13 0.17
```
Forces are in eV/Å.

Summary:
E_LUMO: 4.11 eV
SMILES string: NC(=O)CC[S-]
Total charge: -1
2S+1: 1
HOMO energy: -2.796 eV

This record from the Open Molecules 2025 dataset describes a molecular structure, C27H47BaNO8P2S in a non-equilibrium geometry. The level of theory is ωB97M-V/def2-TZVPD.

```
87
Properties=species:S:1:pos:R:3:forces:R:3
C 2.65049 2.57155 3.54753 2.00 -0.44 -1.28
H 2.08584 3.06415 2.78296 -0.54 0.34 -0.30
C -3.13575 1.20738 -2.20508 0.41 0.52 1.76
C 4.94440 -0.64659 -0.52520 -0.09 0.29 0.32
C -2.87409 1.32443 -3.56481 -0.66 0.65 -1.87
H 3.13514 -3.11783 0.24417 0.31 -0.55 0.24
H -1.90897 2.31919 -5.28148 -0.67 0.47 0.78
H -3.53525 1.77855 0.45085 0.07 -0.12 0.51
C -3.88363 -1.14598 0.36062 -2.16 -1.47 -1.19
C -0.88737 -0.83734 3.15392 0.42 0.65 -1.70
C -0.62638 2.50924 -3.61389 0.77 -0.87 -0.52
H 2.61975 4.07603 5.07456 0.21 0.74 -0.03
H 4.94482 -3.14312 0.28433 -0.60 -0.12 -0.21
H -4.69830 1.08866 1.66358 0.09 -0.45 0.46
O -2.47688 2.05605 -1.37360 -0.60 -0.90 -0.22
H 1.04847 -3.56499 -1.39136 0.46 -0.14 0.15
H 5.97312 -0.84597 -0.90506 -0.88 0.35 -0.01
O 2.59805 -1.41472 -1.22618 1.81 0.29 0.08
H -0.37716 1.45979 -3.24908 0.04 1.44 -0.24
C -0.90208 -2.79379 -1.29826 0.41 0.87 -0.41
H -5.59654 -0.14391 -0.40717 -1.10 -0.51 -0.06
C -2.65222 3.83484 -3.80095 -2.09 1.10 0.31
H 5.05468 -0.45159 0.53635 -0.16 -0.74 0.49
H -0.51958 3.31474 -2.88627 0.09 -0.26 0.27
C -0.79817 -2.35109 3.12130 0.91 0.59 -0.43
O 0.48405 1.52706 1.83174 -0.02 -0.40 -0.28
C -4.02538 0.17082 -1.71553 0.85 1.43 -0.07
C -3.96494 -0.82282 -3.91384 -0.89 0.08 0.12
H 0.08199 -5.59400 -0.35820 -0.41 0.20 -0.58
H -4.64785 -1.63242 0.97257 0.41 0.01 0.64
H -2.17016 4.68478 -4.29903 0.11 0.00 0.43
H 0.16645 -2.68099 2.67998 -0.40 0.27 0.69
H -3.73992 3.90285 -4.06143 0.80 -0.16 -0.10
C -4.48415 1.27336 0.62586 -0.36 1.79 -1.14
H 3.11401 2.41411 5.51632 0.07 0.34 0.48
P 1.30941 0.49397 2.50188 0.10 0.97 1.04
C -3.45711 0.36579 -4.41224 1.67 -0.49 0.37
O 0.80718 -2.31084 0.24910 -0.35 -1.80 1.09
H 4.59492 2.01347 4.08337 -0.10 1.20 -1.29
H -5.23042 2.03625 0.30497 0.34 -0.42 0.14
H 1.00688 -4.78829 0.79616 -0.18 0.03 0.62
C 4.04275 -3.07372 -0.35926 1.05 -1.26 0.11
O 5.24841 -0.92457 -4.54622 -1.10 0.48 -2.15
H -0.54990 -2.19166 -2.15673 -0.17 -0.16 0.39
H -2.84990 -0.80175 3.91348 -0.12 -0.25 0.12
H 4.33955 -1.82303 -2.07908 -0.24 -0.18 0.21
H 4.27867 2.02785 2.31853 0.54 1.19 0.12
S 1.89460 5.01643 0.19919 0.04 -0.52 -0.24
H -3.23465 0.40365 -5.45793 0.03 0.21 -0.62
C 0.09724 -4.66990 0.20997 0.92 0.84 0.03
C 4.15835 2.65259 3.22631 -1.05 -3.05 1.32
H -3.00141 -0.95273 0.87307 1.48 0.79 1.33
C 0.31427 -3.40388 -0.60901 -0.77 0.84 -0.85
O 0.45204 -0.31128 3.52590 -0.82 -0.87 0.14
C -4.56754 0.07864 -0.28309 1.75 -0.91 -0.50
H -4.84186 -1.70932 -2.21871 -0.94 -1.39 0.71
C 2.44101 3.03632 4.92840 -1.48 -1.79 0.95
H 4.50640 0.28472 -0.84489 0.40 0.63 -0.76
C -2.03805 2.54052 -4.19036 -0.48 -2.87 0.85
H -0.79695 -4.56449 0.80529 -0.10 -0.20 0.41
O 0.75229 -0.01466 -0.90207 -0.83 0.53 1.30
C 2.32274 -0.57828 1.46272 0.56 1.35 -0.95
H -1.44476 -2.07099 -0.65441 0.17 -0.82 -0.23
C 4.00674 -1.73102 -1.03617 0.41 -0.75 -1.42
O 2.40822 1.11438 3.42481 -0.20 0.32 0.55
H -0.94205 -2.66349 4.14755 -0.03 -0.84 -0.04
H -1.55232 -0.65693 5.11860 -0.25 0.33 0.33
H 2.79562 -1.38999 2.05820 -0.53 0.38 -0.61
C 2.58225 3.51516 -0.06050 -0.80 1.96 0.62
Ba -0.27942 2.40781 -0.38169 0.07 0.20 -0.54
H -2.13167 0.76743 4.09519 0.67 -0.64 0.13
H -1.12477 -0.49314 2.10304 0.31 -0.02 1.08
C 4.74110 -0.69831 -5.54877 1.09 -0.48 2.17
H -4.15727 -1.68114 -4.56073 -0.12 0.39 0.06
H 4.08261 -3.96430 -1.06898 -0.28 1.24 0.82
H 1.42328 2.76529 5.25844 0.24 0.42 0.00
P 1.54522 -1.01504 -0.14925 0.30 0.80 -0.87
N 2.92392 2.41749 -0.14666 0.59 -1.80 -0.30
C -4.33642 -0.87163 -2.56849 1.10 1.50 -1.15
H -1.52987 -3.55319 -1.71681 -0.65 -0.44 -0.03
C -1.90339 -0.31908 4.14681 -0.14 0.21 -0.50
H 3.12347 0.19802 1.20393 -0.90 -1.05 0.09
H -1.50746 -2.71284 2.39169 -0.74 -0.34 0.32
H 0.05820 2.80535 -4.41700 0.25 -0.31 0.21
H -2.67004 3.88772 -2.67446 0.37 0.24 -1.20
H -3.59037 -1.94085 -0.35206 -0.38 0.58 0.00
H 4.48377 3.66105 3.27875 0.68 0.72 -0.48
```
Forces are in eV/Å.

Summary:
E_LUMO: 0.30 eV
Total charge: 0
2S+1: 1
HOMO energy: -6.903 eV

This record from the Open Molecules 2025 dataset describes a molecular structure, C39H51CuGe3 in a non-equilibrium geometry. The level of theory is ωB97M-V/def2-TZVPD.

```
94
Properties=species:S:1:pos:R:3:forces:R:3
H -2.36826 -1.53965 4.68848 0.65 0.01 -0.34
C -0.61979 -1.85741 3.31180 -0.74 -1.00 -0.65
C 0.20547 3.06197 3.09703 0.04 -0.75 0.07
H -6.87027 -0.38066 -0.94389 -0.12 -0.01 0.15
H 2.54144 0.18948 -2.63989 0.69 0.16 -0.11
C -5.80719 -0.53447 -1.06365 -0.28 -0.84 0.38
H -2.75724 1.95331 1.42231 0.10 -0.16 -0.38
C -0.55809 -0.21078 -3.19549 -0.21 -0.08 0.05
C -0.83780 -4.91706 -3.16892 -0.06 0.67 -0.13
H 2.01663 5.85819 3.58411 -0.53 0.30 0.11
H -0.32429 6.74098 4.24538 0.05 -0.31 0.02
H 2.30598 3.57620 2.95809 -0.57 0.09 0.12
H 4.45395 -1.18582 -0.60591 -0.42 -0.07 0.13
C -2.34396 3.72084 0.24113 0.28 0.35 0.18
C 0.87325 2.84202 -0.23123 1.17 -0.25 0.74
H -2.21882 5.12969 4.21448 -0.42 0.20 0.08
C 2.17118 -0.89985 5.94147 -1.08 0.44 -0.27
H 3.61504 -0.32125 -3.99735 -0.52 -0.49 0.09
H 2.57959 1.47492 -0.80666 -0.08 0.32 0.25
H -0.74001 -0.81202 0.86304 0.19 -0.06 0.12
H -1.87938 4.39589 0.99192 -0.20 -0.45 -0.41
C -5.23567 -0.29516 -2.28750 -0.31 0.27 -0.81
H 2.89118 -1.15862 6.69964 0.50 -0.35 0.39
H 2.35274 0.15302 5.69705 0.21 -0.14 -0.16
C 1.10756 5.25258 3.57071 -0.17 -0.05 0.71
H -3.40178 3.98566 0.14952 -0.08 0.11 0.13
C -1.22645 -3.63556 -2.78622 -1.16 -0.09 -1.00
H 2.35977 -2.23326 -2.64817 0.17 0.28 0.63
C -0.12126 -0.93852 -4.30728 -0.36 0.17 1.33
H -0.82290 -0.80289 5.15616 -0.15 0.31 0.09
Ge 1.27365 -1.26822 2.86316 0.24 0.73 0.44
H 4.38140 0.09806 -2.55215 -0.13 0.23 0.65
H -1.81130 -0.14357 3.83485 0.08 0.84 -0.23
H -2.10105 -3.22769 -3.36253 0.94 0.06 0.78
H 0.49933 -0.81088 -6.33837 -0.05 -0.19 -0.06
C 2.14080 -1.82268 4.71598 0.49 0.38 -0.84
C 0.82743 -4.93142 -1.44837 -0.55 1.36 -0.45
H 3.62715 -2.69093 -0.32259 -0.05 -0.15 0.00
C -0.45154 1.83240 -4.49800 -0.13 -0.61 -0.29
H 1.63875 -5.36796 -0.91060 0.38 -0.50 0.16
C -3.05018 -0.85698 -1.43578 1.03 -0.82 0.24
C -0.18522 -0.29277 0.06963 0.31 -0.36 0.32
C -1.03937 3.53153 3.47216 -0.19 -0.24 -0.32
H 1.18405 -0.86810 6.45219 0.39 -0.17 -0.29
C -5.04422 -1.11768 -0.06328 0.91 0.70 0.51
H -5.48949 -1.35269 0.90444 0.06 -0.08 -0.24
C 0.12787 -0.27947 -5.47107 0.50 0.25 -1.60
C 3.31506 -1.81106 -2.26321 0.38 1.60 -0.70
C -0.17004 5.69462 3.96921 0.73 0.51 -0.40
H 1.57985 -2.72137 4.92581 -0.13 -0.49 0.29
C 3.46228 -1.68472 -0.73865 -0.04 0.20 -0.13
C 4.38880 -2.64889 -2.90520 0.48 0.21 -1.06
H 5.40716 -2.21907 -2.76605 -0.56 -0.12 -0.12
C 2.40032 2.40999 -0.25524 -0.98 0.47 0.53
C -1.24044 4.81309 3.91369 0.49 0.59 0.26
H 2.76380 2.28210 0.80001 -0.31 -0.03 -0.90
H -1.21596 -5.37559 -4.05790 -0.60 -0.23 -0.30
C -1.44382 -1.03918 4.28924 -0.38 -0.87 0.88
H 0.00260 -2.00443 -4.21568 0.18 -0.15 -0.13
H -0.57443 -2.91938 3.63821 0.23 0.43 0.10
Cu 1.89878 -0.94405 0.37850 -0.35 -0.31 -0.20
C 0.98187 0.74371 3.25713 -0.38 -0.86 0.91
H -1.90710 3.93922 -0.73837 0.15 0.19 0.10
Ge -1.01039 -1.03445 -1.45552 0.03 0.46 -0.45
H 4.14105 -2.71042 -3.98954 0.53 -0.14 0.33
C -0.74077 1.16540 -3.33209 0.60 -1.04 -0.43
C -3.64523 -1.22640 -0.22721 -1.44 -0.42 0.24
H -1.19717 -1.94396 2.37052 0.26 0.09 0.19
H -1.07079 1.70535 -2.50467 -0.56 0.93 1.40
H 2.96373 3.24012 -0.70228 0.17 -0.28 -0.03
H 1.25079 1.07555 4.28836 0.19 -0.02 -0.64
C 0.51852 -3.60113 -1.16173 -0.50 -0.40 0.01
C 0.28340 1.65163 2.57209 0.87 0.95 -0.19
H 0.46494 3.02166 -1.21131 0.07 -0.08 -0.70
H -1.86571 2.86094 3.33968 -0.39 -0.21 0.12
H 0.83746 3.82853 0.26594 -0.22 -0.40 0.08
C -0.54936 -2.93296 -1.80224 0.14 -0.15 0.56
C 3.46124 -0.36567 -2.90439 -0.75 -0.77 0.11
Ge -0.28042 1.50810 0.69433 -0.64 0.23 -0.53
C 0.16681 -5.54620 -2.50021 0.98 -0.75 0.62
H -0.58089 2.89125 -4.55352 -0.04 0.56 -0.13
H 4.40213 -3.64067 -2.50266 0.02 -0.80 0.29
H 1.13692 -3.13473 -0.41176 -0.10 0.54 0.19
C -3.87176 -0.45878 -2.48974 -0.23 0.27 0.32
C -2.18854 2.21714 0.51314 0.32 0.82 0.52
H -2.67401 1.78434 -0.35329 -0.04 -0.80 0.00
H 0.49653 -6.51886 -2.81100 0.02 -0.48 -0.16
H -3.48715 -0.20413 -3.46425 0.39 -0.08 -0.14
C 1.29811 3.92738 3.23035 0.28 -0.51 -0.77
C -0.04006 1.08729 -5.58970 -0.02 0.93 -0.22
H -3.10424 -1.67866 0.61855 0.14 0.45 -0.54
H 0.12718 1.63617 -6.51806 0.17 -0.45 0.03
H -5.91579 -0.01017 -3.09794 0.47 0.15 0.09
H 3.15606 -2.15140 4.39879 -0.45 0.27 0.43
```
Forces are in eV/Å.

Summary:
E_LUMO: 4.50 eV
Total charge: -2
2S+1: 1
HOMO energy: -0.170 eV